30
Properties=species:S:1:pos:R:3:forces:R:3 method="wB97M-V/def2-TZVPD" fmax_ev_per_a=4.741 relative_energy_ev=2.314 lumo_ev=0.8311 smiles=CCc1c[nH]c2ccccc12.CC e_homo_ev=-7.528 orbital_gap_ev=8.3591
N 1.376621 0.166062 -1.999656 -0.544 1.407 -0.682
C -4.417509 0.689363 -0.049818 2.498 -0.656 -2.601
C 0.844552 0.099377 0.241642 1.286 0.670 -0.540
C 2.365287 1.927762 -0.602547 -0.327 0.829 1.010
C 0.384763 -0.748657 -1.812601 -0.395 -1.480 1.869
C 2.250882 2.599838 0.636870 -1.576 -4.199 -1.537
C 0.179501 -0.977374 -0.400453 0.360 1.577 -4.339
C 1.541357 1.894607 1.647842 0.646 0.822 -0.045
C 1.588891 0.801189 -0.783112 -0.259 -0.371 0.380
C -0.502670 -2.112208 0.153616 -0.082 -1.677 3.101
C -4.525922 -0.764676 0.426863 -1.631 1.511 0.026
C 0.582799 -3.129151 0.794628 -0.193 0.603 -2.374
C 0.935526 0.615609 1.541051 1.906 3.001 -1.850
H 1.433487 0.709026 -2.883192 0.041 -0.693 1.104
H -4.753931 0.806168 -1.191608 1.202 -0.339 2.338
H -4.952340 1.434680 0.447972 -1.086 0.834 1.194
H -1.286414 -1.841902 0.908899 1.049 0.122 0.123
H -5.593978 -1.032124 0.234646 1.173 -0.925 -0.194
H 1.599231 2.475208 2.569294 -0.378 -0.808 0.366
H 1.289951 -2.572790 1.360558 0.941 0.896 0.001
H -1.155897 -2.589253 -0.515714 -0.310 -0.933 -1.541
H 0.828482 0.160000 2.454061 -1.243 -1.449 1.734
H -4.410563 -0.789694 1.499608 0.163 -0.083 0.439
H 1.140120 -3.772770 0.031382 -0.848 1.124 0.819
H -3.676567 -1.281163 -0.012251 -0.688 -0.735 -0.290
H 0.239179 -3.762099 1.546931 -1.398 -1.385 0.946
H -0.097533 -1.158234 -2.718124 0.359 -0.195 0.943
H 2.715994 3.502261 0.792553 0.936 1.879 0.555
H 2.979232 2.272882 -1.422710 -0.009 0.262 -0.035
H -3.299546 0.903295 0.131405 -1.593 0.391 -0.919

14
Properties=species:S:1:pos:R:3:forces:R:3 method="wB97M-V/def2-TZVPD" fmax_ev_per_a=2.229 relative_energy_ev=1.042 lumo_ev=1.0237 smiles=CN[C@@H]1[C@H](F)[C@H]1Cl e_homo_ev=-8.777 orbital_gap_ev=9.8006
Cl -1.503441 -0.934568 -1.684846 -0.121 -0.030 -0.107
F 2.115783 -0.574467 0.063086 -1.983 -0.835 -0.584
N 0.560124 1.143619 1.193504 -0.506 -0.448 -0.414
C 0.712275 -0.918095 -0.024981 1.434 0.191 0.070
C -0.183631 0.024590 0.681742 0.611 0.616 -0.344
C -0.026588 2.122724 2.100718 1.198 0.328 -0.026
C -0.218525 -0.099730 -0.861213 1.356 0.716 0.323
H 0.738850 2.941350 2.193645 -0.878 -0.675 0.151
H -0.252820 1.710675 3.077694 0.099 -0.088 0.487
H -0.958672 2.573796 1.767379 0.077 -0.127 -0.595
H -0.950854 -0.484694 1.247236 -0.397 0.313 0.188
H 0.526064 -1.976294 0.068791 0.361 -0.115 -0.059
H 1.494594 0.794659 1.405650 -0.431 0.748 0.375
H 0.297239 0.716100 -1.417902 -0.819 -0.595 0.536

39
Properties=species:S:1:pos:R:3:forces:R:3 method="wB97M-V/def2-TZVPD" fmax_ev_per_a=1.107 relative_energy_ev=0.000 lumo_ev=0.3440 smiles="CC(C)NC(=O)NNC(=O)Cn1nnc(-c2cccc(Cl)c2Cl)n1" e_homo_ev=-9.076 orbital_gap_ev=9.4200
Cl 0.219123 3.840969 -5.216290 0.030 0.170 -0.139
Cl 0.188800 1.032015 -3.927822 0.128 0.056 -0.299
O -0.407955 -2.127864 4.125280 -0.383 0.162 0.086
O 1.403621 -3.579381 0.169725 0.185 -0.300 -0.097
N -1.517908 -0.464864 0.423325 -0.259 -0.761 0.521
N -0.930067 -1.071106 -0.584509 -0.390 1.030 -0.106
N 1.277761 -2.424648 2.631312 0.193 -0.084 -0.491
N -0.642967 -0.254083 -1.567991 0.141 0.131 -0.294
N -1.628143 0.772176 0.111934 -0.131 0.610 0.050
N 1.578520 -2.990259 4.837720 0.187 -0.176 0.097
N 0.370424 -2.177200 1.594558 -0.149 0.115 0.755
C 1.291686 -2.915898 6.260259 -0.010 -0.014 0.210
C 2.058276 -1.759843 6.900329 -0.285 -0.122 -0.129
C -1.550923 4.550815 -1.725358 0.032 -0.015 -0.062
C -1.038208 2.195137 -1.799005 0.052 0.480 -0.335
C -0.997967 4.716832 -2.984547 0.024 -0.114 -0.003
C 1.635936 -4.247850 6.918360 -0.223 0.203 -0.113
C -1.571205 3.303040 -1.137839 0.071 -0.128 -0.100
C -0.466176 3.625060 -3.651457 -0.043 -0.016 0.098
C -1.089770 0.916158 -1.120889 0.112 -1.003 0.207
C 0.497779 -2.810868 0.422119 -0.214 0.347 0.024
C -0.600598 -2.459374 -0.595849 0.332 -0.922 0.172
C 0.722405 -2.507829 3.908924 0.239 -0.049 -0.486
C -0.479894 2.358052 -3.070294 -0.078 0.130 0.112
H 1.802148 -0.823616 6.410736 0.007 0.106 -0.019
H 1.093338 -5.058720 6.439639 -0.029 -0.092 -0.024
H 1.804531 -1.680897 7.953494 0.022 0.038 0.154
H -0.974195 5.686011 -3.456639 0.015 0.071 -0.065
H 1.982085 -3.090576 2.327743 -0.173 0.049 0.069
H 2.536403 -3.164680 4.577143 -0.040 0.053 -0.076
H -1.491856 -3.046425 -0.352550 0.084 0.096 -0.101
H 2.703065 -4.446307 6.838533 0.145 -0.053 0.019
H 1.367256 -4.223664 7.970377 0.027 -0.030 0.149
H -1.995925 3.150433 -0.158412 -0.038 0.036 0.069
H 0.216238 -2.727533 6.333669 0.175 -0.046 -0.005
H -0.446623 -1.642495 1.883924 0.211 -0.122 -0.137
H 3.131586 -1.919608 6.813143 0.136 -0.008 0.009
H -1.965080 5.400581 -1.206066 -0.038 0.078 0.047
H -0.245629 -2.719779 -1.594576 -0.065 0.092 0.232

22
Properties=species:S:1:pos:R:3:forces:R:3 method="wB97M-V/def2-TZVPD" fmax_ev_per_a=1.257 relative_energy_ev=0.930 lumo_ev=0.4167 smiles="[H]/N=C/NC.O.O.O.O" e_homo_ev=-9.013 orbital_gap_ev=9.4301
O -1.339403 2.830823 -2.034129 0.155 -0.557 -0.610
O 1.597728 1.175535 -2.332934 -0.430 0.305 0.323
O -4.705973 -1.627697 3.742037 -0.073 -0.136 -0.355
O -2.018398 1.464531 0.502970 0.131 0.285 -0.131
N 2.231201 -0.795734 0.371160 0.217 0.376 0.245
N 0.121200 -1.400615 1.044835 -0.500 1.018 0.541
C 3.382457 -1.008888 -0.482974 -0.711 -0.255 -0.530
C 1.027729 -1.376786 0.159594 0.359 -0.535 -0.507
H 0.979471 -1.861224 -0.823830 -0.195 0.059 0.034
H -5.199920 -0.974307 3.234740 0.015 0.037 0.133
H 2.294951 -0.174874 1.160817 0.058 -0.179 0.137
H 4.313671 -0.922042 0.053898 0.156 -0.129 0.311
H -4.647898 -2.381902 3.140184 0.045 0.097 0.224
H 3.276668 -2.005611 -0.910643 0.370 -0.093 0.094
H -1.045900 3.736148 -2.142215 0.074 0.079 0.420
H -0.787854 -1.711161 0.733324 0.182 -0.506 -0.281
H 1.801969 1.482013 -1.437657 0.028 -0.138 -0.233
H -1.288378 0.840640 0.418434 -0.146 -0.350 0.284
H -2.837706 0.957734 0.539144 0.286 -0.030 -0.073
H 3.404147 -0.333367 -1.330537 0.028 0.336 -0.143
H 0.711345 1.548084 -2.488962 0.239 -0.109 -0.077
H -1.271109 2.538705 -1.117260 -0.287 0.425 0.192

12
Properties=species:S:1:pos:R:3:forces:R:3 method="wB97M-V/def2-TZVPD" fmax_ev_per_a=3.015 relative_energy_ev=1.005 lumo_ev="-3.5052 / -3.5113" charge=+1 e_homo_ev="-9.456 / -9.431" s_squared=0.755 orbital_gap_ev="5.9511 / 5.9198" multiplicity=2
Cs 4.774322 2.482882 1.979165 -0.490 -0.068 -0.364
O 1.815568 1.990405 -0.307550 -0.742 -0.588 -0.122
O -2.608167 -1.494873 0.397272 -0.395 -1.214 0.316
C -1.869351 -0.522483 0.234244 0.711 0.840 -0.866
C 1.053920 1.317741 -1.095301 1.624 -0.533 -0.877
C 0.087688 0.428881 -0.796749 -0.077 0.108 3.012
C -0.445255 -0.594383 -0.062664 -0.798 0.301 -2.249
Li -2.821255 -3.296831 0.219713 0.046 0.657 0.096
H -2.324893 0.488566 0.213046 0.237 -0.306 0.187
H -0.074814 -1.622880 -0.205002 0.226 0.224 0.656
H 1.311288 1.306850 -2.179174 -0.422 0.571 0.070
H 1.100954 -0.483875 1.602996 0.080 0.009 0.140

117
Properties=species:S:1:pos:R:3:forces:R:3 method="wB97M-V/def2-TZVPD" fmax_ev_per_a=9.461 relative_energy_ev=10.677 lumo_ev="-5.5847 / -5.9970" charge=+2 e_homo_ev="-11.908 / -11.909" s_squared=0.765 orbital_gap_ev="6.3238 / 5.9121" multiplicity=2
Ir 0.975588 -0.637965 0.480683 1.595 -0.860 -1.307
As 0.453075 -0.971820 -1.938295 -0.090 0.136 -0.103
Si 0.134743 -3.573721 0.948632 -0.443 0.336 0.444
O -1.271542 0.605296 1.978974 -0.599 -0.492 1.854
N 1.651305 -0.701846 2.559647 -0.140 0.117 0.165
N 0.229496 1.070961 0.208736 0.151 0.633 0.104
N 3.923152 -0.131277 2.088372 -0.091 -0.238 -0.076
N 2.894501 0.323442 -0.001592 -0.192 0.244 -0.043
N -0.527781 -1.916440 0.983349 -0.566 -0.361 0.126
C 3.373007 -0.941410 4.218364 0.004 0.045 0.028
C -1.171514 0.193594 -4.006163 -0.042 -0.003 0.034
C -0.799384 -2.371923 -2.365820 0.074 -0.085 0.086
C 1.912665 4.788757 1.305821 0.186 -0.314 -0.020
C -2.153060 -0.452624 2.184686 -0.012 -0.034 0.894
C -1.909461 2.033617 -0.232925 0.484 -0.200 -1.930
C -3.808102 3.107915 -1.248913 0.009 0.008 0.099
C 2.468497 -1.324554 5.173161 0.005 -0.015 -0.040
C 1.123772 -1.369925 4.818817 -0.021 0.025 0.021
C -0.265323 5.353681 2.150017 1.790 1.574 -2.510
C 1.834343 -1.412371 -4.408435 0.039 0.026 0.000
C -4.181541 -1.404976 3.091337 0.010 -0.045 -0.054
C -0.386539 -3.468451 -3.113505 -0.002 0.044 -0.101
C -3.861848 -2.612670 2.492319 0.022 0.122 0.024
C -2.832154 3.913344 2.353232 -6.374 -0.487 4.905
C -2.611120 0.831534 -0.205309 0.326 -0.438 -1.330
C -1.158006 2.463277 -4.804309 -0.004 -0.014 0.004
C 3.933858 0.422117 0.829412 0.022 0.068 0.028
C -0.660907 2.470358 3.305970 -0.507 -0.259 1.360
C 0.037958 3.335805 0.873202 0.446 1.349 -1.098
C 3.037461 0.923492 -1.211473 -0.079 0.011 0.002
C -0.517614 2.083002 0.284546 0.542 0.498 -0.819
C -1.323486 -4.399798 -3.545362 0.002 -0.023 0.025
C 5.121702 1.084157 0.470912 -0.010 -0.035 0.012
C 4.279089 -2.175307 -3.342530 0.010 -0.001 0.005
C -3.069594 -3.155198 -2.454378 0.013 -0.012 -0.001
C 0.361032 -4.244469 2.676396 0.138 -0.009 -0.058
C 1.394554 3.632923 0.747809 0.361 -0.207 0.126
C -0.790672 4.204675 1.581670 6.312 1.576 -6.869
C -2.141832 -2.220593 -2.026060 0.005 -0.011 0.022
C -0.256255 0.516405 -3.004299 -0.106 -0.067 0.051
C -2.661259 -4.242364 -3.220667 -0.010 -0.003 0.025
C -1.550209 1.894280 2.416012 -0.999 -0.821 1.109
C 0.774595 -1.076876 3.529025 0.019 0.137 0.002
C 2.933769 -0.601234 2.931458 0.054 0.123 -0.001
C -0.247681 2.793156 -3.811666 -0.033 0.036 0.006
C -0.861885 3.781144 3.719427 -0.852 -1.537 2.168
C 2.003352 -1.446058 -3.025057 0.021 -0.026 0.031
C 1.877026 -3.260488 0.268582 -0.500 0.232 0.014
C -2.509827 3.171890 -0.769458 0.377 -0.040 -0.563
C -0.744208 -4.878577 -0.055246 0.135 0.003 0.020
C 5.241749 1.659823 -0.764162 -0.045 -0.016 -0.021
C 3.234544 -1.824895 -2.498771 -0.045 -0.039 -0.032
C -1.756803 -1.685564 1.634983 0.206 -0.099 -0.243
C -1.620857 1.161200 -4.894829 0.000 0.003 0.002
C 4.155817 1.579311 -1.637111 0.052 0.025 0.044
C -3.913501 0.775634 -0.669550 0.094 -0.003 0.019
C 1.082081 5.652913 2.007438 -0.298 0.197 0.063
C -1.951386 4.501027 3.253055 -4.362 -0.633 5.700
C 2.879600 -1.765236 -5.248701 -0.012 0.011 -0.003
C -2.628790 2.612439 1.917855 -2.760 -2.345 2.287
C 0.196392 1.832478 -2.917043 0.083 0.034 0.095
C -3.323443 -0.331949 2.924840 0.147 0.121 -0.055
C -4.515478 1.914767 -1.188747 -0.135 0.060 0.087
C 4.102583 -2.148987 -4.717553 0.002 -0.004 0.000
C -2.680966 -2.732137 1.783077 -0.015 -0.092 -0.057
H -4.464920 -0.155011 -0.617241 -0.007 -0.013 0.022
H 1.044093 -3.629735 3.263223 -0.001 -0.037 0.030
H 0.117577 3.808213 -3.722696 0.002 -0.004 0.000
H 0.180232 1.892398 3.667435 0.029 0.049 -0.037
H -4.269469 3.992018 -1.667873 -0.004 0.005 0.000
H 3.400256 -1.847498 -1.432771 0.006 0.000 0.049
H -1.837683 3.969278 1.715041 5.537 1.250 -4.891
H -3.683471 4.470913 1.985196 0.043 0.014 -0.025
H -4.523344 -3.464873 2.571357 0.004 0.007 0.014
H 4.428462 -0.871961 4.446370 -0.003 -0.004 0.011
H 2.042760 2.964299 0.197759 0.120 -0.079 0.010
H -1.003560 -5.245240 -4.139628 0.003 -0.003 0.007
H -2.478613 -3.682786 1.314756 0.123 -0.098 -0.075
H 0.887596 2.155324 -2.151450 -0.068 -0.022 0.019
H -0.913238 6.016127 2.708013 0.867 0.419 -0.712
H 6.153031 2.169587 -1.045849 -0.002 0.001 0.000
H 4.816696 -0.065471 2.548088 0.005 -0.009 -0.004
H -1.321606 -5.542452 0.590622 0.013 0.030 0.056
H 2.231230 -2.210766 0.423362 0.469 0.012 -0.022
H -1.543946 -0.815311 -4.113551 -0.002 -0.006 0.013
H -1.959621 4.100908 -0.828830 0.056 0.021 0.027
H 2.735499 -1.738831 -6.320442 -0.001 0.000 -0.001
H -0.012156 -5.501372 -0.577408 -0.010 0.018 -0.008
H -5.536315 1.873110 -1.544762 0.005 -0.002 -0.022
H -3.307723 2.151195 1.211710 -0.395 0.443 1.280
H 2.962958 5.021172 1.188356 -0.010 0.011 -0.017
H 1.483720 6.560376 2.437960 0.011 0.017 0.009
H -1.415483 -4.457615 -0.795605 -0.074 -0.009 -0.078
H -1.502517 3.215197 -5.501431 0.000 0.001 0.003
H 4.177137 2.010105 -2.627321 0.005 0.007 0.003
H -2.117299 5.514780 3.591349 -0.627 -0.568 0.474
H -3.388794 -4.967211 -3.560678 -0.003 0.004 -0.007
H 5.926853 1.138726 1.191510 0.009 -0.001 -0.008
H -2.144193 -0.051603 0.212418 -0.277 0.341 -0.803
H -2.469968 -1.361000 -1.459822 0.005 -0.010 0.028
H 2.196645 0.855660 -1.874067 0.038 0.009 0.043
H 2.611763 -3.854294 0.814814 0.011 0.070 0.069
H 0.651523 -3.589063 -3.395527 -0.014 -0.025 0.028
H 2.798426 -1.581262 6.170600 -0.003 0.012 0.003
H -0.249332 -1.147330 3.234897 -0.202 -0.014 -0.100
H -0.169456 4.235394 4.415783 0.003 0.034 -0.090
H -5.085101 -1.288643 3.673010 0.004 0.002 -0.005
H 0.811264 -5.239276 2.598418 -0.058 -0.016 0.005
H -2.329566 0.885125 -5.664274 -0.004 0.003 0.002
H 1.970726 -3.471915 -0.793724 0.024 0.056 -0.041
H -4.114143 -3.031824 -2.200049 -0.003 -0.002 0.006
H 5.231538 -2.471092 -2.922588 -0.002 0.000 0.003
H -3.562943 0.613091 3.387126 0.013 0.137 -0.010
H 0.890252 -1.110202 -4.841890 -0.007 -0.001 -0.001
H -0.572725 -4.346801 3.229817 -0.034 0.023 -0.015
H 4.915905 -2.426093 -5.374678 0.002 0.004 0.002
H 0.353769 -1.653177 5.521276 0.004 -0.001 0.000